Entry 1:
# C20H37F2N3O5

A 2-piece molecular cluster, C20H37F2N3O5 overall (ωB97M-V with the def2-TZVPD basis set, the Open Molecules 2025 dataset).

```
67
Properties=species:S:1:pos:R:3:mulliken_charge:R:1
C -3.566 -2.065 1.085 -0.8015
C -2.427 -1.262 2.005 0.5204
C -1.037 -2.124 2.185 -0.0779
C -0.220 -1.772 3.562 -0.7530
C -0.423 -0.243 4.120 -0.5745
C 0.410 0.765 3.107 0.1443
C -0.389 2.154 2.755 -0.4710
C 0.448 3.205 1.804 -0.6290
C 1.968 2.714 1.420 0.2363
C 2.641 3.691 0.244 -0.8173
C 3.019 2.879 -1.135 -0.1806
C 4.055 1.620 -0.927 -0.4905
C 3.606 0.464 -2.049 -0.7998
C 2.232 -0.355 -1.559 0.0899
C 1.646 -1.224 -2.818 -0.1887
C 1.294 -2.815 -2.640 -0.7293
N -0.018 -3.198 -3.358 -0.1720
C -0.756 -1.985 -3.962 -0.5171
C 0.215 -0.732 -3.531 -0.6625
N -0.383 0.561 -3.029 0.4917
C -1.303 0.375 -1.845 0.3268
O -1.361 -0.733 -1.063 -0.2239
F -2.220 1.492 -1.402 -0.2518
C -0.991 1.401 -4.129 0.5030
O -2.291 1.562 -4.390 -0.4255
F -0.018 2.109 -5.036 -0.2321
H -3.156 -3.078 0.653 0.1873
H -3.916 -1.295 0.275 0.1621
H -4.517 -2.276 1.768 0.2107
H -2.156 -0.233 1.494 -0.4000
H -2.959 -1.041 3.050 0.2190
H -0.339 -1.820 1.268 -0.3621
H -1.226 -3.290 2.041 0.4311
H -0.467 -2.612 4.343 0.3179
H 0.937 -1.895 3.306 0.2442
H 0.114 -0.187 5.176 0.3859
H -1.543 0.077 4.288 0.2645
H 0.579 0.163 2.096 -0.4222
H 1.473 0.927 3.588 0.3640
H -1.377 1.858 2.163 0.0671
H -0.773 2.733 3.726 0.3164
H 0.409 4.257 2.357 0.2085
H -0.157 3.312 0.793 0.2133
H 1.999 1.621 0.971 -0.2134
H 2.628 2.840 2.392 0.2589
H 3.514 4.356 0.651 0.3240
H 1.766 4.445 -0.051 0.3246
H 1.977 2.548 -1.614 -0.0985
H 3.562 3.633 -1.883 0.3436
H 5.185 1.882 -1.101 0.3679
H 3.957 1.117 0.150 0.2331
H 3.351 1.047 -3.049 0.2922
H 4.489 -0.279 -2.296 0.3376
H 1.493 0.468 -1.157 -0.2813
H 2.450 -1.075 -0.646 0.2484
H 2.542 -1.256 -3.601 0.4655
H 1.192 -3.242 -1.536 0.3636
H 2.090 -3.470 -3.241 0.2835
H 0.115 -3.972 -4.077 0.4039
H -0.721 -3.673 -2.716 0.4302
H -0.842 -1.961 -5.145 0.2985
H -1.802 -2.092 -3.443 0.2611
H 0.636 -0.394 -4.596 0.6337
N -6.159 -1.157 3.547 0.9127
O -5.042 -1.294 4.075 -0.6099
O -6.666 -2.098 2.915 -0.6450
O -6.767 -0.079 3.652 -0.6573
```

Summary:
DFT total energy = -41464.60396 eV

***

Entry 2:
# C20H37N2NdO2P2

C20H37N2NdO2P2 as an isolated structure (ωB97M-V with the def2-TZVPD basis set, the Open Molecules 2025 dataset).

```
64
Properties=species:S:1:pos:R:3:mulliken_charge:R:1
C 2.290 2.426 -3.738 -0.9323
C 1.714 1.998 -2.532 0.5838
N 0.970 0.853 -2.490 0.2664
C 0.778 0.110 -3.619 0.7337
C 1.310 0.520 -4.848 -0.9948
C 2.078 1.690 -4.909 -0.4083
C 1.843 2.793 -1.258 -0.7862
P 1.558 1.715 0.233 1.0022
Nd 0.009 0.270 -0.644 -0.2913
P -1.167 -1.114 -2.015 1.0230
C 0.024 -1.191 -3.459 -1.1347
O -0.348 5.021 -0.651 -0.7308
O -2.035 3.254 0.560 -0.8431
H 2.884 3.343 -3.751 0.4738
H 1.135 -0.086 -5.741 0.4476
H 2.510 2.021 -5.859 0.4081
C 3.217 1.037 0.661 -1.2525
C 1.190 2.872 1.608 -1.0539
H -0.443 -1.506 -4.408 0.4990
H 0.752 -1.972 -3.163 0.3434
H 1.023 3.551 -1.196 0.1919
H 2.800 3.345 -1.230 0.5598
C -1.470 -2.873 -1.582 -1.2749
C -2.762 -0.562 -2.755 -1.3954
H -1.674 2.498 0.006 -0.1325
H -2.118 2.848 1.443 0.3195
H -0.976 4.492 -0.089 0.3634
H -0.845 5.113 -1.483 0.3118
H 1.055 -1.015 -0.388 -0.0562
H -1.113 1.525 -0.904 0.1716
H 3.944 1.838 0.885 0.4234
H 3.111 0.377 1.538 0.2250
H 3.571 0.428 -0.187 0.3298
H 1.974 3.639 1.726 0.4014
H 0.220 3.345 1.395 0.2601
H 1.100 2.276 2.532 0.3577
H -3.120 -1.247 -3.544 0.3984
H -3.514 -0.499 -1.950 0.3395
H -2.617 0.450 -3.167 0.3091
H -1.885 -3.452 -2.425 0.4785
H -0.518 -3.312 -1.243 0.3135
H -2.176 -2.893 -0.734 0.3280
C 1.843 -1.763 3.143 -0.7346
N 1.105 -3.002 2.903 0.1169
C 0.629 -3.599 4.158 -1.0744
C 0.095 -2.857 1.827 -1.4300
C -1.054 -1.900 2.114 0.7620
C -1.992 -2.274 3.103 -0.5331
C -3.122 -1.504 3.361 -0.7629
C -3.362 -0.362 2.615 -1.0646
C -2.464 0.016 1.622 -0.6534
C -1.289 -0.702 1.367 0.4955
H 2.637 -1.922 3.905 0.3890
H 1.166 -0.949 3.482 0.2991
H 2.346 -1.477 2.205 0.0943
H 0.037 -2.873 4.754 0.3853
H 0.039 -4.518 3.952 0.3013
H 1.499 -3.903 4.777 0.3320
H 0.623 -2.558 0.913 0.0900
H -0.333 -3.855 1.587 0.3951
H -1.886 -3.189 3.663 0.4268
H -3.831 -1.816 4.117 0.3705
H -4.259 0.218 2.785 0.3991
H -2.706 0.861 1.020 0.8198
```

Summary:
Multiplicity = 4
DFT total energy = -62257.57410 eV

***

Entry 3:
# C20H37N3O3

One molecule with the formula C20H37N3O3 (ωB97M-V with the def2-TZVPD basis set, the Open Molecules 2025 dataset).

```
63
Properties=species:S:1:pos:R:3:mulliken_charge:R:1
C -3.899 -3.400 -0.851 -1.7932
C -2.604 -2.653 -1.163 1.3709
C -1.666 -3.549 -1.974 -1.5642
C -2.906 -1.338 -1.911 -1.4825
C -2.275 -0.097 -1.279 -0.2294
N -0.837 -0.266 -1.143 0.4695
C 0.048 0.747 -1.114 -0.5030
O -0.300 1.919 -1.084 -0.8277
C 1.502 0.310 -1.173 0.9450
C 2.413 1.343 -0.512 -0.4510
C 3.879 0.951 -0.664 -1.0104
C 4.261 0.790 -2.135 0.7369
C 5.728 0.394 -2.277 -1.7149
C 3.350 -0.252 -2.785 -0.9283
C 1.884 0.145 -2.650 -0.9073
C -2.921 0.244 0.084 0.3360
O -3.694 -0.493 0.663 -0.6732
N -2.539 1.447 0.534 0.0358
C -2.941 2.010 1.803 -1.2320
C -1.738 2.300 2.707 -0.2011
N -1.439 1.227 3.644 -0.0349
C -0.294 1.525 4.491 -0.9413
C 1.046 1.338 3.765 -0.3996
O 1.164 0.041 3.218 -0.4963
C 0.080 -0.254 2.359 0.3142
C -1.260 -0.103 3.084 -0.7891
H -4.439 -3.630 -1.768 0.3781
H -4.526 -2.786 -0.212 0.3606
H -3.685 -4.333 -0.334 0.4461
H -2.131 -2.417 -0.204 0.0126
H -1.408 -4.440 -1.405 0.4178
H -0.742 -3.039 -2.243 0.2515
H -2.155 -3.865 -2.894 0.3938
H -3.983 -1.170 -1.926 0.5004
H -2.566 -1.414 -2.946 0.4008
H -2.437 0.772 -1.931 0.3648
H -0.505 -1.216 -1.098 0.2304
H 1.614 -0.653 -0.663 0.5019
H 2.232 2.316 -0.973 0.3003
H 2.166 1.424 0.549 -0.1637
H 4.508 1.713 -0.200 0.3898
H 4.057 0.009 -0.140 0.3396
H 4.106 1.749 -2.642 0.2348
H 5.998 0.293 -3.326 0.4112
H 6.372 1.147 -1.828 0.4153
H 5.916 -0.556 -1.782 0.3523
H 3.603 -0.358 -3.842 0.4060
H 3.512 -1.220 -2.304 0.3396
H 1.713 1.094 -3.164 0.3392
H 1.247 -0.609 -3.119 0.2662
H -1.855 1.967 -0.012 0.2568
H -3.628 1.312 2.285 0.4409
H -3.472 2.948 1.610 0.4526
H -1.965 3.175 3.323 0.4779
H -0.888 2.566 2.056 0.2085
H -0.375 2.548 4.864 0.4453
H -0.333 0.837 5.341 0.3592
H 1.880 1.448 4.460 0.4144
H 1.151 2.089 2.966 0.2010
H 0.231 -1.284 2.030 0.3863
H 0.109 0.411 1.482 -0.2491
H -2.085 -0.349 2.420 0.2232
H -1.282 -0.803 3.925 0.4648
```

Summary:
ΔE to the lowest compared entry with this formula, charge and spin = 22.7 kJ/mol
SMILES = CC(C)C[C@H](NC(=O)[C@H]1CC[C@H](C)CC1)C(=O)NCCN1CCOCC1